Record 1
Molecular formula: C14H23BN6Pt
Method: DFT, the ωB97M-V functional and the def2-TZVPD basis

CARTESIAN COORDINATES (ANGSTROEM)
H: -0.51 2.75 0.83
N: -0.19 1.43 -0.85
B: 0.71 0.54 -3.11
N: 0.41 1.67 -2.09
C: 0.76 2.98 -2.19
Pt: -0.98 -0.45 -0.26
H: 1.22 3.36 -3.09
C: 0.42 3.61 -1.00
H: 0.55 4.65 -0.75
C: -0.15 2.62 -0.18
H: 1.01 1.01 -4.17
C: -2.34 -1.92 0.26
H: -2.67 -1.86 1.30
H: -1.78 -2.87 0.15
H: -3.21 -2.00 -0.39
N: -0.67 -0.19 -3.21
N: 1.82 -0.33 -2.48
N: -1.43 -0.48 -2.09
N: 2.08 -0.29 -1.14
C: -1.46 -0.31 -4.30
C: 2.57 -1.32 -3.00
H: -1.09 -0.11 -5.29
H: 2.56 -1.49 -4.06
C: -2.74 -0.66 -3.89
C: 3.26 -1.95 -1.97
C: -2.71 -0.71 -2.51
C: 2.89 -1.31 -0.79
H: -3.61 -0.81 -4.49
H: 3.95 -2.76 -2.09
H: -3.51 -0.87 -1.81
H: 3.07 -1.56 0.25
H: 1.89 0.58 -0.67
C: 0.27 0.77 2.91
C: -1.13 0.18 2.79
C: -2.03 0.73 3.89
C: -1.77 0.49 1.43
H: 0.26 1.86 2.73
H: 0.97 0.31 2.19
H: 0.67 0.60 3.92
H: -1.07 -0.91 2.87
H: -2.14 1.82 3.79
H: -3.03 0.28 3.84
H: -1.62 0.52 4.88
H: -2.82 0.20 1.43
H: -1.80 1.58 1.30

Values from the calculation:
- LUMO energy (alpha / beta): -6.03 / -10.36 eV
- Spin multiplicity: 5
- Charge: +2
- E_HOMO (alpha / beta): -0.437 / -0.597 hartree
- ⟨S²⟩: 6.02
- Frontier orbital gap (alpha / beta): 5.87 / 5.90 eV
- ΔE to the lowest compared entry with this formula, charge and spin: 0.0 kJ/mol


Record 2
Molecular formula: C7H13O
Method: DFT, the ωB97M-V functional and the def2-TZVPD basis

CARTESIAN COORDINATES (ANGSTROEM)
C: 0.78 -2.22 1.45
O: 1.11 -3.56 1.48
C: -0.01 -1.87 0.19
C: -0.62 -0.52 0.14
C: 0.48 0.59 0.09
C: -0.13 1.98 -0.10
C: -0.31 2.44 -1.67
C: -1.29 3.54 -1.82
H: 0.25 -1.83 2.37
H: 1.72 -1.60 1.39
H: -0.86 -2.59 0.19
H: 0.63 -2.21 -0.64
H: -1.31 -0.48 -0.75
H: -1.30 -0.40 0.99
H: 1.42 0.30 -0.48
H: 0.84 0.54 1.17
H: 0.28 2.97 0.34
H: -1.28 1.89 0.16
H: 0.08 1.57 -2.32
H: -0.88 4.48 -2.26
H: -1.78 2.28 -1.60

Values from the calculation:
- LUMO energy: 2.39 eV
- Charge: -1
- E_HOMO: -0.080 hartree
- Frontier orbital gap: 4.55 eV
- ΔE to the lowest compared entry with this formula, charge and spin: 687.8 kJ/mol